[1]
Below is the molecule C4H12N2O, with properties calculated with ωB97M-V with the def2-TZVPD basis set.

```
19
C4H12N2O ωB97M-V with the def2-TZVPD basis set
C -0.563 -0.030 0.156
C 1.102 -0.002 -0.287
C -1.219 1.127 -0.580
C -1.119 -1.374 -0.310
N -0.716 0.089 1.581
N 1.727 1.268 -0.104
O 1.838 -1.024 0.383
H 1.499 -1.884 0.114
H 1.109 -0.213 -1.366
H -0.220 -0.667 2.048
H 0.074 0.851 1.433
H 2.679 1.252 -0.453
H 1.776 1.486 0.888
H -1.179 0.974 -1.657
H -2.256 1.203 -0.259
H -0.691 -2.193 0.266
H -2.194 -1.380 -0.136
H -0.938 -1.538 -1.371
H -0.707 2.056 -0.345
```

Results
energy relative to the best compared isomer or geometry (same formula, charge and spin)	40.7	kcal/mol
net charge	0
Kohn-Sham gap	0.367	Ha

Atomic partial charges in e from the Mulliken method, atoms 1 to 8:
1 C 1.250
2 C -0.403
3 C -1.598
4 C -1.805
5 N -0.742
6 N -0.553
7 O -0.563
8 H 0.330

=====

[2]
Below is the molecule C4H12N2O, with properties calculated with ωB97M-V with the def2-TZVPD basis set.

```
19
C4H12N2O ωB97M-V with the def2-TZVPD basis set
C 0.629 -1.032 0.348
C 1.260 -0.779 -1.093
C 1.046 0.757 -1.450
O 1.711 1.735 -0.683
N -0.263 -0.012 0.896
C -1.697 -0.388 0.989
N -2.411 0.858 1.504
H 0.112 -2.020 0.519
H 1.550 -1.065 0.834
H 0.491 -1.458 -1.731
H 2.263 -1.008 -1.062
H 0.041 0.934 -1.111
H 1.217 0.848 -2.570
H 2.511 1.786 -1.031
H 0.003 0.322 1.749
H -2.077 -0.644 -0.090
H -1.905 -1.299 1.506
H -1.566 1.339 1.749
H -2.916 1.125 0.725
```

Results
energy relative to the best compared isomer or geometry (same formula, charge and spin)	87.0	kcal/mol
net charge	0
Kohn-Sham gap	0.359	Ha

Atomic partial charges in e from the Mulliken method, atoms 1 to 8:
1 C -0.726
2 C -0.569
3 C -0.510
4 O -0.491
5 N -0.264
6 C -0.425
7 N -0.621
8 H 0.313

=====

[3]
Below is a 2-piece molecular cluster, C4H12N2O overall, with properties calculated with ωB97M-V with the def2-TZVPD basis set.

```
19
C4H12N2O ωB97M-V with the def2-TZVPD basis set
C 1.090 -1.760 -0.161
C 1.268 -0.300 0.107
C 0.572 1.984 -0.057
C -2.467 -0.219 0.698
H 0.164 -2.126 -0.418
H 1.252 -2.319 0.776
H 1.784 -1.990 -0.989
H -0.661 0.057 -0.035
H 1.467 2.166 -0.654
H -0.211 2.462 -0.888
H 0.804 2.590 0.785
H -2.594 -1.043 -1.110
H -2.840 0.500 -1.087
H -1.952 0.549 1.386
H -3.642 -0.020 0.865
H -2.208 -1.392 1.038
N 0.250 0.497 0.025
N -2.244 -0.135 -0.672
O 2.477 -0.025 0.168
```

Results
energy relative to the best compared isomer or geometry (same formula, charge and spin)	71.8	kcal/mol
net charge	0
Kohn-Sham gap	0.346	Ha

Atomic partial charges in e from the Mulliken method, atoms 1 to 8:
1 C -1.093
2 C 0.682
3 C -1.040
4 C -1.006
5 H 0.359
6 H 0.265
7 H 0.270
8 H 0.497

=====

[4]
Below is a 2-piece molecular cluster, C4H12N2O overall, with properties calculated with ωB97M-V with the def2-TZVPD basis set.

```
19
C4H12N2O ωB97M-V with the def2-TZVPD basis set
C 0.761 1.087 0.882
C 1.909 0.077 0.793
C 1.442 -1.328 0.367
C -0.450 -2.083 -0.722
N 0.549 -1.315 -0.769
N -0.377 0.504 1.620
H 1.193 1.966 1.368
H 0.471 1.417 -0.114
H 2.356 -0.045 1.772
H 2.656 0.400 0.065
H 2.332 -1.903 0.077
H 1.046 -1.885 1.220
H -1.089 -2.112 -1.597
H -0.667 -2.691 0.158
H -0.814 1.201 2.212
H -1.066 0.290 0.897
H -3.627 2.795 -2.364
H -3.305 1.737 -3.407
O -3.318 1.886 -2.457
```

Results
energy relative to the best compared isomer or geometry (same formula, charge and spin)	43.9	kcal/mol
net charge	0
Kohn-Sham gap	0.370	Ha

Atomic partial charges in e from the Mulliken method, atoms 1 to 8:
1 C -0.541
2 C -0.606
3 C -0.582
4 C -0.350
5 N -0.408
6 N -0.593
7 H 0.373
8 H 0.302

=====

[5]
Below is the molecule C4H12N2O, with properties calculated with ωB97M-V with the def2-TZVPD basis set.

```
19
C4H12N2O ωB97M-V with the def2-TZVPD basis set
C -0.070 -1.750 -0.129
N 0.061 -2.388 -1.443
C -0.251 -0.214 -0.121
C -1.564 0.191 0.549
N 0.905 0.383 0.611
C 1.356 1.641 0.088
O 0.349 2.670 0.086
H 0.788 -1.979 0.466
H -0.896 -2.240 0.397
H -0.512 -1.923 -2.131
H 1.029 -2.376 -1.733
H -0.161 0.181 -1.126
H -1.463 0.359 1.621
H -1.977 1.127 0.165
H -2.337 -0.551 0.429
H 0.690 0.490 1.594
H 1.598 1.530 -0.955
H 2.254 1.940 0.631
H 0.202 2.907 1.002
```

Results
energy relative to the best compared isomer or geometry (same formula, charge and spin)	35.0	kcal/mol
net charge	0
Kohn-Sham gap	0.358	Ha

Atomic partial charges in e from the Mulliken method, atoms 1 to 8:
1 C -0.855
2 N -0.622
3 C 0.582
4 C -1.570
5 N -0.444
6 C -0.620
7 O -0.499
8 H 0.400

=====

[6]
Below is a 2-piece molecular cluster, C4H12N2O overall, with properties calculated with ωB97M-V with the def2-TZVPD basis set.

```
19
C4H12N2O ωB97M-V with the def2-TZVPD basis set
C -3.117 0.984 0.912
C -1.066 2.007 1.297
N -1.665 0.927 1.064
H -3.578 0.719 1.862
H -3.417 0.255 0.164
H -3.455 1.979 0.609
H -1.583 2.969 1.373
H 0.011 2.014 1.444
H -0.488 -0.532 0.418
C 1.946 -1.153 -2.252
N 2.363 -1.081 -0.854
C 1.417 -0.406 -0.025
O 0.190 -1.122 0.055
H 0.931 -1.540 -2.389
H 2.648 -1.776 -2.800
H 2.007 -0.156 -2.703
H 2.479 -2.021 -0.494
H 1.247 0.593 -0.458
H 1.847 -0.292 0.977
```

Results
energy relative to the best compared isomer or geometry (same formula, charge and spin)	48.2	kcal/mol
net charge	0
Kohn-Sham gap	0.365	Ha

Atomic partial charges in e from the Mulliken method, atoms 1 to 8:
1 C -0.875
2 C -0.300
3 N -0.351
4 H 0.277
5 H 0.290
6 H 0.337
7 H 0.259
8 H 0.283

=====

[7]
Below is a 2-piece molecular cluster, C4H12N2O overall, with properties calculated with ωB97M-V with the def2-TZVPD basis set.

```
19
C4H12N2O ωB97M-V with the def2-TZVPD basis set
C 1.206 -1.626 1.926
C 0.574 -1.831 0.547
C 1.176 -0.838 -0.478
N 0.149 -0.045 -1.158
C -0.583 0.847 -0.394
N -0.468 2.111 -0.477
H 0.777 -2.362 2.610
H 2.270 -1.845 1.889
H 1.069 -0.623 2.331
H -0.502 -1.749 0.511
H 0.889 -2.832 0.267
H 1.838 -0.161 0.082
H 1.812 -1.266 -1.251
H 0.473 0.381 -2.017
H -1.370 0.375 0.209
H -0.689 2.544 0.417
H -3.075 3.588 -1.245
H -2.502 2.293 -1.734
O -3.043 3.038 -2.036
```

Results
energy relative to the best compared isomer or geometry (same formula, charge and spin)	47.3	kcal/mol
net charge	0
Kohn-Sham gap	0.370	Ha

Atomic partial charges in e from the Mulliken method, atoms 1 to 8:
1 C -1.239
2 C -0.428
3 C -0.513
4 N -0.311
5 C -0.059
6 N -0.728
7 H 0.356
8 H 0.345

=====

[8]
Below is C4H12N2O as an isolated structure, with properties calculated with ωB97M-V with the def2-TZVPD basis set.

```
19
C4H12N2O ωB97M-V with the def2-TZVPD basis set
C -1.092 -0.120 0.851
C -1.837 1.139 0.510
N 1.539 0.878 0.873
N 2.015 0.959 -0.355
H 1.012 1.726 1.079
H 2.765 0.320 -0.588
H 1.915 1.788 -0.934
H -0.502 -0.098 1.758
H -1.697 -1.020 0.794
H -1.200 2.028 0.559
H -2.242 1.081 -0.502
H -2.679 1.308 1.191
C 0.579 -1.966 -0.531
C -0.250 -0.732 -0.850
O -1.078 -0.740 -1.762
H 0.424 0.268 -0.704
H 1.033 -2.351 -1.448
H 1.363 -1.721 0.186
H -0.066 -2.747 -0.126
```

Results
energy relative to the best compared isomer or geometry (same formula, charge and spin)	147.1	kcal/mol
net charge	0
Kohn-Sham gap (alpha / beta)	0.280 / 0.316	Ha

Atomic partial charges in e from the Mulliken method, atoms 1 to 8:
1 C -0.829
2 C -0.836
3 N -0.473
4 N -0.231
5 H 0.250
6 H 0.250
7 H 0.234
8 H 0.428